(1)
This record from the OMol25 dataset describes C70H78N2O3P2Pd as an isolated structure. The level of theory is the ωB97M-V functional and the def2-TZVPD basis.

For the energy above the lowest of the compared OMol25 structures with the same formula, charge and spin, the calculation gives 65.4 kJ/mol. The molar mass is 1163.8 g/mol. For the frontier orbital gap, the calculation gives 6.411 eV. Its HOMO energy is -5.83 eV.

Geometry as ORCA input:
```
! wB97M-V def2-TZVPD RIJCOSX def2/J DEFGRID3
* xyz 0 1
C 1.394 -2.008 2.915
C 1.627 -0.512 2.796
O 2.953 -0.472 2.229
C 3.531 0.714 1.994
C 4.660 0.503 1.014
C 5.686 1.699 0.983
O 6.733 1.610 1.636
C 5.561 3.023 0.254
C 5.068 4.078 1.258
C 6.192 4.710 2.145
C 6.019 4.613 3.698
C 6.909 3.543 4.395
C 6.176 2.529 5.319
C 5.466 1.400 4.519
C 6.314 0.247 3.964
C 5.577 -0.838 3.120
C 5.441 -0.773 1.585
O 3.227 1.712 2.633
H 0.406 -2.213 3.352
H 1.424 -2.490 1.898
H 2.164 -2.477 3.586
H 0.983 -0.019 2.055
H 1.619 0.031 3.752
H 6.568 3.326 -0.065
H 4.954 3.017 -0.667
H 4.545 4.902 0.727
H 4.311 3.614 1.900
H 7.158 4.273 1.849
H 6.206 5.791 1.900
H 6.332 5.596 4.110
H 4.948 4.506 3.961
H 7.481 2.968 3.639
H 7.654 4.076 5.020
H 6.897 2.104 6.038
H 5.409 3.072 5.896
H 4.664 0.973 5.147
H 4.941 1.895 3.680
H 7.152 0.663 3.391
H 6.745 -0.290 4.847
H 6.171 -1.771 3.260
H 4.573 -0.979 3.558
H 4.882 -1.673 1.274
H 6.441 -0.894 1.125
C -2.674 -4.093 -4.776
N -1.644 -4.548 -3.862
C -1.348 -5.970 -3.832
C -0.907 -3.671 -3.145
C 0.111 -4.092 -2.260
C 0.892 -3.160 -1.564
C 0.728 -1.767 -1.704
C 1.530 -0.758 -1.054
C 2.743 -0.887 -0.406
C 3.574 0.298 -0.175
C 3.044 1.530 -0.815
C 2.602 2.606 -0.028
C 2.217 3.801 -0.605
C 1.982 3.892 -1.989
N 1.411 5.017 -2.498
C 1.063 5.125 -3.891
C 0.912 6.052 -1.630
C 2.356 2.790 -2.787
C 2.841 1.630 -2.210
Pd -2.194 -1.546 -1.470
P -3.289 -2.923 -0.049
C -3.695 -2.127 1.538
C -4.977 -2.195 2.103
C -5.244 -1.573 3.323
C -4.251 -0.842 3.978
C -2.985 -0.728 3.400
C -2.706 -1.372 2.193
C -4.812 -3.656 -0.691
C -5.483 -4.672 0.017
C -6.647 -5.237 -0.513
C -7.192 -4.737 -1.700
C -6.538 -3.720 -2.398
C -5.323 -3.214 -1.924
C -2.203 -4.340 0.345
C -2.462 -5.627 -0.160
C -1.493 -6.623 -0.031
C -0.253 -6.352 0.549
C 0.003 -5.074 1.065
C -0.987 -4.092 1.002
P -2.938 0.568 -1.231
C -3.084 1.381 -2.843
C -4.299 1.420 -3.542
C -4.353 1.938 -4.840
C -3.194 2.445 -5.444
C -1.976 2.421 -4.748
C -1.919 1.890 -3.454
C -4.544 0.739 -0.378
C -4.683 1.471 0.817
C -5.921 1.551 1.456
C -7.030 0.873 0.945
C -6.892 0.101 -0.213
C -5.660 0.039 -0.866
C -1.850 1.712 -0.333
C -2.046 3.104 -0.443
C -1.389 3.974 0.430
C -0.532 3.462 1.407
C -0.250 2.093 1.445
C -0.895 1.217 0.567
C -0.306 -1.328 -2.621
C -1.159 -2.254 -3.295
H -3.527 -3.605 -4.277
H -2.241 -3.385 -5.501
H -3.017 -4.978 -5.314
H -1.576 -6.435 -2.851
H -1.957 -6.439 -4.619
H -0.279 -6.134 -4.051
H 0.339 -5.159 -2.138
H 1.671 -3.512 -0.877
H 1.041 0.224 -1.146
H 3.158 -1.887 -0.212
H 4.695 -0.005 -0.365
H 2.588 2.503 1.054
H 1.994 4.627 0.062
H 0.253 4.437 -4.208
H 0.776 6.167 -4.091
H 1.932 4.876 -4.516
H 1.689 6.378 -0.937
H 0.624 6.908 -2.240
H 0.063 5.732 -1.015
H 2.229 2.829 -3.863
H 3.064 0.769 -2.843
H -5.774 -2.728 1.589
H -6.242 -1.636 3.756
H -4.465 -0.347 4.930
H -2.207 -0.126 3.876
H -1.720 -1.255 1.743
H -5.090 -5.036 0.971
H -7.126 -6.063 0.012
H -8.128 -5.146 -2.086
H -6.961 -3.316 -3.317
H -4.782 -2.456 -2.492
H -3.414 -5.845 -0.648
H -1.720 -7.621 -0.403
H 0.527 -7.113 0.598
H 0.974 -4.839 1.497
H -0.795 -3.098 1.414
H -5.209 1.060 -3.070
H -5.301 1.947 -5.382
H -3.241 2.858 -6.456
H -1.065 2.813 -5.216
H -0.965 1.884 -2.918
H -3.822 1.985 1.247
H -6.015 2.137 2.372
H -7.995 0.935 1.453
H -7.745 -0.454 -0.608
H -5.572 -0.574 -1.765
H -2.732 3.503 -1.191
H -1.566 5.051 0.367
H -0.058 4.122 2.138
H 0.466 1.712 2.175
H -0.664 0.146 0.589
H -0.301 -0.294 -2.968
H -1.760 -1.853 -4.111
*
```

Atomic partial charges in e from the Löwdin method, atoms 1 to 99: -0.051, -0.178, -0.089, -0.480, -0.184, -0.215, 0.066, -0.102, -0.175, -0.177, -0.187, -0.203, -0.193, -0.209, -0.195, -0.161, -0.090, 0.058, 0.074, 0.074, 0.100, 0.086, 0.136, 0.123, 0.107, 0.110, 0.086, 0.100, 0.102, 0.100, 0.111, 0.096, 0.103, 0.104, 0.105, 0.115, 0.080, 0.090, 0.116, 0.120, 0.107, 0.116, 0.131, -0.054, -0.183, -0.052, -0.259, -0.048, -0.045, -0.237, -0.064, -0.030, -0.171, -0.218, -0.048, -0.022, -0.230, -0.187, -0.062, -0.058, -0.014, -0.029, 0.342, 0.960, -0.328, -0.081, -0.084, -0.090, -0.080, -0.115, -0.367, -0.119, -0.076, -0.084, -0.079, -0.115, -0.325, -0.095, -0.105, -0.095, -0.092, -0.102, 0.957, -0.351, -0.084, -0.085, -0.094, -0.086, -0.109, -0.326, -0.073, -0.085, -0.093, -0.080, -0.128, -0.362, -0.085, -0.091, -0.077

(2)
This record from the OMol25 dataset describes a 2-piece molecular cluster, CH7N2O overall. The level of theory is the ωB97M-V functional and the def2-TZVPD basis.

For the energy above the lowest of the compared OMol25 structures with the same formula, charge and spin, the calculation gives 22.0 kJ/mol. The molar mass is 63.1 g/mol. For the frontier orbital gap, the calculation gives 7.439 eV. Its HOMO energy is -2.56 eV.

Geometry as ORCA input:
```
! wB97M-V def2-TZVPD RIJCOSX def2/J DEFGRID3
* xyz -1 1
N -0.279 1.525 -2.173
H -0.438 0.665 -1.611
H -0.261 2.324 -1.538
H 0.674 1.516 -2.505
N 0.463 -1.301 1.790
C -0.288 -0.432 0.832
O -0.261 -0.806 -0.450
H 1.410 -1.439 1.481
H 0.175 -2.240 1.990
H 0.129 0.599 0.940
H -1.324 -0.411 1.245
*
```

Need the Löwdin charges? In units of e they are: -0.021, -0.038, -0.024, -0.029, -0.047, -0.624, -0.371, 0.014, 0.010, 0.066, 0.065

(3)
This record from the OMol25 dataset describes C32H37BGeN6Pd as an isolated structure. The level of theory is the ωB97M-V functional and the def2-TZVPD basis.

The molar mass is 695.5 g/mol. For the frontier orbital gap (spin up / spin down), the calculation gives 3.943 / 3.848 eV. Its HOMO energy (spin up / spin down) is -16.69 / -16.68 eV.

Geometry as ORCA input:
```
! wB97M-V def2-TZVPD RIJCOSX def2/J DEFGRID3
* xyz 3 2
Pd 0.595 -1.126 0.647
C 1.586 -4.033 2.325
C 0.305 -3.456 2.799
C -0.591 -3.852 3.784
C -1.638 -2.907 3.764
C -2.828 -2.876 4.618
N -1.348 -2.004 2.799
N -0.178 -2.342 2.240
B -2.157 -0.775 2.300
N -2.404 -1.022 0.787
N -1.539 -1.802 0.115
C -2.059 -2.138 -1.067
C -1.360 -3.083 -1.965
C -3.324 -1.549 -1.164
C -3.510 -0.839 0.029
C -4.666 -0.018 0.421
N -1.222 0.452 2.482
N 0.106 0.268 2.349
C 0.762 1.309 2.855
C 2.244 1.302 2.923
C -0.183 2.228 3.320
C -1.438 1.653 3.057
C -2.769 2.227 3.312
H 1.861 -4.898 2.921
H 2.387 -3.289 2.397
H 1.492 -4.350 1.281
H -0.507 -4.701 4.431
H -2.814 -3.707 5.319
H -3.742 -2.927 4.023
H -2.883 -1.941 5.181
H -3.163 -0.646 2.889
H -0.314 -3.191 -1.660
H -1.413 -2.765 -3.003
H -1.833 -4.064 -1.904
H -4.014 -1.639 -1.978
H -5.436 -0.076 -0.343
H -4.382 1.028 0.547
H -5.084 -0.353 1.369
H 2.614 0.310 2.648
H 2.568 1.526 3.937
H 2.677 2.052 2.264
H 0.010 3.168 3.793
H -2.673 3.172 3.839
H -3.383 1.550 3.902
H -3.303 2.409 2.377
C -0.703 2.092 -0.938
Ge 0.568 0.555 -1.151
C 0.300 -0.293 -2.974
C 1.175 -1.288 -3.379
C 1.010 -1.865 -4.629
C -0.028 -1.446 -5.445
C -0.896 -0.449 -5.031
C -0.746 0.124 -3.776
C 2.438 1.328 -1.257
C 3.358 0.766 -0.385
C 4.598 1.358 -0.173
C 4.932 2.506 -0.869
C 4.043 3.087 -1.786
C 4.363 4.270 -2.488
C 3.548 4.755 -3.491
C 2.374 4.075 -3.811
C 2.013 2.937 -3.112
C 2.790 2.442 -2.048
H -0.485 2.869 -1.668
H -0.593 2.523 0.055
H -1.739 1.781 -1.056
H 1.979 -1.623 -2.735
H 1.688 -2.640 -4.952
H -0.173 -1.912 -6.411
H -1.691 -0.104 -5.674
H -1.433 0.892 -3.452
H 3.081 -0.141 0.173
H 5.291 0.923 0.531
H 5.915 2.934 -0.750
H 5.250 4.814 -2.202
H 3.818 5.653 -4.027
H 1.751 4.438 -4.615
H 1.157 2.356 -3.436
*
```

Need the Löwdin charges? In units of e they are: 0.822, 0.000, -0.278, 0.110, -0.162, 0.035, 0.049, 0.008, -0.460, 0.036, 0.068, -0.296, 0.006, 0.084, -0.219, 0.023, 0.037, 0.036, -0.303, -0.003, 0.075, -0.229, 0.019, 0.103, 0.088, 0.093, 0.139, 0.109, 0.118, 0.118, 0.123, 0.076, 0.086, 0.110, 0.136, 0.105, 0.093, 0.103, 0.072, 0.105, 0.085, 0.132, 0.104, 0.098, 0.093, -0.182, 1.012, -0.345, -0.137, -0.053, -0.042, -0.050, -0.121, -0.188, -0.106, 0.000, 0.068, -0.133, 0.080, 0.021, 0.024, 0.046, -0.158, 0.029, 0.014, 0.019, 0.101, 0.121, 0.125, 0.121, 0.101, 0.081, 0.134, 0.143, 0.145, 0.138, 0.136, 0.111

(4)
This record from the OMol25 dataset describes a 6-piece molecular cluster, H12O6 overall. The level of theory is the ωB97M-V functional and the def2-TZVPD basis.

For the energy above the lowest of the compared OMol25 structures with the same formula, charge and spin, the calculation gives 84.2 kJ/mol. Its structure (SMILES) is O.O.O.O.O.O. The molar mass is 108.1 g/mol. For the frontier orbital gap, the calculation gives 11.405 eV. Its HOMO energy is -11.07 eV.

Geometry as ORCA input:
```
! wB97M-V def2-TZVPD RIJCOSX def2/J DEFGRID3
* xyz 0 1
O -1.651 -0.791 -1.260
H -1.213 -1.472 -1.713
H -1.534 -1.073 -0.341
O -1.003 -1.504 1.406
H -0.664 -0.627 1.808
H -0.224 -2.137 1.313
O 1.996 -0.532 0.308
H 1.636 -0.242 -0.531
H 1.637 0.099 0.975
O 0.175 0.886 2.052
H -0.158 1.294 2.868
H -0.147 1.424 1.274
O -0.210 2.070 -0.237
H 0.338 1.460 -0.744
H -1.136 1.853 -0.455
O 0.693 0.173 -2.230
H 1.435 -0.392 -2.552
H 0.031 -0.490 -1.943
*
```

Need the Löwdin charges? In units of e they are: -0.030, 0.012, 0.011, -0.127, 0.032, 0.082, -0.066, -0.031, 0.021, -0.094, 0.080, 0.019, -0.031, 0.017, 0.082, -0.075, 0.089, 0.010

(5)
This record from the OMol25 dataset describes an isolated ion of composition C2H5N2 and charge +1. The level of theory is the ωB97M-V functional and the def2-TZVPD basis.

For the energy above the lowest of the compared OMol25 structures with the same formula, charge and spin, the calculation gives 187.6 kJ/mol. Its structure (SMILES) is N[C@H]1C=[NH+]1. The molar mass is 57.1 g/mol. For the frontier orbital gap, the calculation gives 11.014 eV. Its HOMO energy is -15.62 eV.

Geometry as ORCA input:
```
! wB97M-V def2-TZVPD RIJCOSX def2/J DEFGRID3
* xyz 1 1
N 1.265 0.295 0.223
C 0.235 0.569 -0.488
C -0.699 -0.570 -0.693
N -1.052 -0.291 0.431
H 1.446 1.090 0.817
H 1.417 -0.576 0.686
H 0.160 1.670 -0.690
H -0.994 -1.352 -1.399
H -1.778 -0.835 1.114
*
```

Need the Löwdin charges? In units of e they are: 0.158, -0.081, -0.069, 0.144, 0.144, 0.141, 0.186, 0.154, 0.223

(6)
This record from the OMol25 dataset describes an isolated ion of composition C9H8NS and charge +1. The level of theory is the ωB97M-V functional and the def2-TZVPD basis.

For the energy above the lowest of the compared OMol25 structures with the same formula, charge and spin, the calculation gives 1084.8 kJ/mol. Its structure (SMILES) is S[n+]1ccc2ccccc2c1. The molar mass is 162.2 g/mol. For the frontier orbital gap, the calculation gives 6.746 eV. Its HOMO energy is -12.10 eV.

Geometry as ORCA input:
```
! wB97M-V def2-TZVPD RIJCOSX def2/J DEFGRID3
* xyz 1 1
S 4.322 0.564 0.064
N 2.612 0.085 0.041
C 2.343 -1.426 -0.097
C 0.790 -1.951 -0.172
C -0.463 -0.894 -0.074
C -2.015 -1.481 -0.127
C -3.227 -0.353 -0.053
C -2.949 1.291 0.050
C -1.349 1.771 0.126
C -0.090 0.707 0.073
C 1.512 1.134 0.142
H 4.440 1.953 0.245
H 3.258 -2.161 -0.191
H 0.520 -3.100 -0.299
H -2.245 -2.647 -0.203
H -4.326 -0.776 -0.076
H -3.838 2.072 0.068
H -1.048 2.920 0.222
H 1.754 2.293 0.262
*
```

Need the Löwdin charges? In units of e they are: 0.808, -0.478, -0.020, 0.041, -0.091, 0.003, -0.008, 0.002, -0.002, -0.069, 0.045, -0.077, 0.132, 0.126, 0.118, 0.103, 0.112, 0.108, 0.147

(7)
This record from the OMol25 dataset describes a 2-piece molecular cluster, C3H9S3 overall. The level of theory is the ωB97M-V functional and the def2-TZVPD basis.

For the energy above the lowest of the compared OMol25 structures with the same formula, charge and spin, the calculation gives 117.9 kJ/mol. The molar mass is 141.3 g/mol. For the frontier orbital gap, the calculation gives 5.175 eV. Its HOMO energy is -2.25 eV.

Geometry as ORCA input:
```
! wB97M-V def2-TZVPD RIJCOSX def2/J DEFGRID3
* xyz -1 1
C 3.128 -0.709 0.266
S 2.269 -2.156 -0.443
H 3.586 -1.062 1.200
H 3.960 -0.361 -0.388
H 2.459 0.125 0.482
C -0.795 -1.593 -0.814
S -0.617 0.192 -0.434
S -2.306 0.545 0.769
C -2.234 2.356 0.549
H -0.422 -2.213 -0.029
H -1.923 -1.581 -0.892
H -0.262 -1.783 -1.767
H -1.839 2.657 -0.412
H -3.299 2.660 0.567
H -1.705 2.922 1.348
*
```

Need the Löwdin charges? In units of e they are: -0.723, 0.082, -0.031, -0.014, -0.040, -0.551, 0.403, 0.391, -0.536, -0.041, 0.003, 0.005, 0.001, 0.015, 0.034

(8)
This record from the OMol25 dataset describes C4H8O2 in the gas phase. The level of theory is the ωB97M-V functional and the def2-TZVPD basis.

For the energy above the lowest of the compared OMol25 structures with the same formula, charge and spin, the calculation gives 70.5 kJ/mol. Its structure (SMILES) is CCOC(C)=O. The molar mass is 88.1 g/mol. For the frontier orbital gap, the calculation gives 11.325 eV. Its HOMO energy is -10.35 eV.

Geometry as ORCA input:
```
! wB97M-V def2-TZVPD RIJCOSX def2/J DEFGRID3
* xyz 0 1
C 1.953 -0.389 -1.223
C 0.474 -0.469 -0.939
O 0.234 0.102 0.360
C -0.902 -0.305 0.938
C -1.594 0.693 1.807
O -1.506 -1.310 0.641
H 2.305 0.643 -1.131
H 2.508 -1.014 -0.518
H 2.158 -0.740 -2.238
H -0.109 0.134 -1.647
H 0.095 -1.492 -0.964
H -1.148 1.602 2.200
H -2.102 0.132 2.596
H -2.233 1.024 0.977
*
```

Need the Löwdin charges? In units of e they are: -0.072, -0.226, -0.005, -0.566, 0.019, 0.083, 0.079, 0.081, 0.080, 0.131, 0.117, 0.082, 0.093, 0.104

| no. | energy (eV) | maximum force (eV/A) |
| --- | --- | --- |
| 1 | -105032.7182 | 5.0 |
| 2 | -6178.1096 | 1.5 |
| 3 | -103368.6596 | 2.6 |
| 4 | -12480.2410 | 2.3 |
| 5 | -5125.1023 | 7.8 |
| 6 | -21768.0819 | 5.3 |
| 7 | -35762.7935 | 2.5 |
| 8 | -8372.5506 | 1.2 |